This record from the Open Molecules 2025 dataset describes a structure of composition C4H22O12Zn in a non-equilibrium geometry. The level of theory is ωB97M-V/def2-TZVPD.

The HOMO energy is -9.59 eV. The calculation puts the lowest unoccupied orbital energy at -0.722 eV. The calculation puts the maximum force at 6.522 eV Å⁻¹. The calculation puts the total energy at -77495.1854 eV. The value obtained for the relative energy (zero: lowest compared OMol25 entry of this formula, charge and spin) is 0.000 eV.

```
39
Properties=species:S:1:pos:R:3:forces:R:3
Zn 0.143 -0.369 -0.867 1.214 0.046 0.487
C 3.717 -1.961 -1.988 1.598 0.208 0.149
C 2.445 -1.269 -1.601 1.193 -1.184 -0.737
O 1.575 -0.980 -2.418 -1.492 0.466 -2.293
O 2.215 -1.079 -0.413 -0.385 0.708 3.176
H 4.453 -1.324 -2.479 -0.682 0.325 -1.084
H 3.553 -2.881 -2.549 -0.015 0.236 -0.064
H 4.391 -2.135 -1.149 -0.801 -0.650 0.674
C -1.487 1.640 2.278 -0.612 -0.678 -1.043
C -0.917 0.781 1.137 -2.093 2.110 2.477
O 0.152 0.267 1.215 6.055 -1.763 1.662
O -1.552 0.549 0.125 -3.837 0.036 -3.891
H -0.830 2.470 2.538 -0.007 -0.293 0.173
H -1.699 0.947 3.093 0.390 0.236 0.302
H -2.457 2.012 1.948 0.138 0.302 0.048
O 2.693 -1.475 2.193 0.140 -0.317 0.930
H 2.412 -0.613 2.501 -0.190 0.142 0.165
H 2.552 -1.448 1.246 -0.027 0.051 -0.764
O -0.762 -2.749 2.660 -0.398 -0.217 -0.191
H -0.067 -2.259 2.221 0.394 0.392 -0.084
H -0.472 -2.815 3.570 0.119 -0.047 0.187
O 0.556 1.526 -1.462 -0.043 1.056 -0.374
H 1.319 2.095 -1.563 0.584 -0.144 0.168
H -0.136 1.961 -1.960 -0.364 0.150 0.147
O 3.318 1.888 1.528 0.251 0.269 -0.054
H 3.024 1.005 1.303 -0.090 -0.383 -0.189
H 2.522 2.346 1.795 -0.238 0.060 0.093
O -3.566 3.508 -0.183 0.323 0.324 0.161
H -4.407 3.257 0.198 -0.272 -0.101 0.035
H -3.578 3.128 -1.061 -0.096 -0.214 -0.143
O -1.242 -0.192 -2.758 -0.033 -0.191 0.102
H -1.102 0.567 -3.324 0.220 0.042 -0.317
H -2.173 -0.393 -2.853 -0.304 -0.043 0.039
O -4.388 0.586 -0.454 -0.813 0.099 -0.300
H -3.647 0.892 0.068 0.760 -0.015 0.130
H -4.012 -0.068 -1.043 0.094 -0.104 0.086
O -0.594 -2.176 -0.481 -0.759 -0.654 -0.222
H -1.491 -2.162 -0.816 -0.433 -0.037 0.087
H -0.459 -3.080 -0.196 0.511 -0.222 0.272
```
Forces are in eV/Å.

---

This record from the Open Molecules 2025 dataset describes a structure of composition C33H52BeN3O2P2 in a non-equilibrium geometry. The level of theory is ωB97M-V/def2-TZVPD.

The HOMO energy (spin up / spin down) is -8.80 / -8.80 eV. As for the total charge: +1. The calculation puts the lowest unoccupied orbital energy (spin up / spin down) at -2.272 / -2.272 eV. The calculation puts the maximum force at 5.198 eV Å⁻¹. The calculation puts the total energy at -62599.8263 eV.

```
93
Properties=species:S:1:pos:R:3:forces:R:3
C 2.339 -0.828 0.585 0.766 -0.788 0.236
C 2.075 -1.297 -1.724 -1.787 0.197 -1.001
C 3.311 -1.815 0.666 -0.353 0.591 0.938
C 2.954 -2.398 -1.628 1.109 -0.761 1.177
C 3.618 -2.627 -0.437 -0.529 -0.370 -1.378
H 3.820 -1.997 1.610 -0.180 0.001 -0.098
H 3.080 -3.047 -2.509 0.010 0.485 0.511
H 4.303 -3.481 -0.334 -0.277 0.536 -0.025
N 1.768 -0.511 -0.623 0.292 0.198 2.188
P 0.406 -0.068 2.881 -1.657 0.599 -1.244
P 0.291 0.453 -2.808 0.068 0.736 0.669
C 2.013 -0.110 1.962 0.236 -0.154 -0.657
H 2.616 -0.629 2.719 0.159 0.062 -0.261
H 2.398 0.915 1.939 -0.228 0.037 -0.020
C -1.061 0.491 1.849 -3.799 1.077 -2.307
O -2.146 0.919 2.300 3.194 -0.202 0.984
C 1.511 -1.028 -3.011 -3.808 -1.029 3.386
H 0.949 -1.873 -3.453 1.059 0.031 0.042
C -1.706 0.633 -3.408 1.186 -0.559 -0.499
C 1.448 1.272 -4.034 -0.474 -0.062 -0.416
C -0.031 -1.728 3.571 -0.206 -0.420 0.351
C 0.308 1.323 4.072 0.251 0.175 0.637
C -2.750 1.039 -2.363 0.423 -0.193 0.402
H -2.654 2.073 -2.020 0.098 -0.051 -0.030
H -3.749 0.958 -2.829 0.428 -0.049 0.096
H -2.748 0.390 -1.484 -0.130 0.147 -0.135
C -1.887 1.633 -4.554 -0.013 -0.041 -0.321
H -1.696 2.665 -4.221 0.019 -0.359 -0.129
H -1.281 1.412 -5.441 -0.144 0.091 0.285
H -2.943 1.610 -4.880 0.301 -0.116 0.158
C -1.989 -0.802 -3.816 -0.462 -0.338 -0.332
H -2.996 -0.866 -4.257 0.157 -0.104 0.061
H -1.268 -1.191 -4.547 -0.197 0.105 0.134
H -1.973 -1.451 -2.928 0.019 0.078 -0.283
C 1.140 2.687 -4.499 0.178 0.158 -0.439
H 1.133 3.403 -3.667 -0.015 -0.082 -0.065
H 1.949 2.975 -5.188 -0.218 0.142 0.190
H 0.206 2.771 -5.057 0.278 0.020 0.194
C 2.850 1.271 -3.411 0.713 -0.228 -0.054
H 2.896 1.845 -2.477 -0.042 0.069 -0.188
H 3.215 0.254 -3.198 -0.212 0.686 -0.143
H 3.574 1.684 -4.126 -0.220 0.251 0.064
C 1.369 0.250 -5.198 0.508 0.087 -0.569
H 1.623 -0.764 -4.841 -0.152 0.963 -0.583
H 0.364 0.209 -5.637 0.321 0.207 -0.173
H 2.134 0.456 -5.946 -0.176 0.406 -0.368
C -1.031 1.258 4.844 -0.362 0.052 0.269
H -1.215 2.227 5.335 0.393 -0.296 0.064
H -1.886 1.121 4.172 0.434 0.003 0.306
H -1.045 0.457 5.596 0.199 0.424 -0.053
C 0.387 2.678 3.338 -0.013 0.115 -0.182
H 1.293 2.770 2.723 -0.150 -0.005 0.124
H -0.495 2.861 2.708 0.243 -0.156 0.201
H 0.416 3.476 4.102 0.031 -0.377 -0.267
C 1.491 1.206 5.025 0.365 0.243 0.475
H 1.476 2.070 5.704 0.121 -0.193 -0.137
H 1.447 0.302 5.641 0.065 0.379 -0.169
H 2.445 1.208 4.479 -0.098 0.091 0.200
C 0.271 -2.832 2.553 0.149 -0.216 -0.426
H 0.065 -3.803 3.039 0.052 0.437 -0.184
H -0.370 -2.765 1.659 0.277 0.043 0.292
H 1.325 -2.834 2.240 -0.295 -0.032 0.037
C -1.524 -1.827 3.951 -0.219 0.145 0.081
H -2.185 -1.767 3.074 0.248 0.025 0.245
H -1.685 -2.806 4.434 0.150 0.282 -0.239
H -1.819 -1.057 4.672 -0.013 -0.357 -0.310
C 0.817 -1.979 4.825 0.110 -0.117 0.313
H 1.892 -1.841 4.636 -0.192 -0.026 0.134
H 0.506 -1.349 5.669 0.105 -0.232 -0.272
H 0.670 -3.023 5.134 0.043 0.253 -0.143
Be 0.507 0.710 -0.488 -0.544 -0.806 -1.682
N -0.982 0.172 0.432 3.461 0.167 1.379
C -2.143 -0.469 0.356 0.451 -0.390 -0.858
C -2.237 -1.886 0.002 -0.502 -0.633 -1.116
C -3.465 -2.218 0.600 -0.206 -0.194 -0.132
C -1.498 -2.920 -0.689 -0.727 -0.191 0.575
C -3.961 -3.503 0.598 -0.066 -1.110 -0.096
H -4.002 -1.375 1.068 0.235 -0.743 -0.310
C -2.042 -4.216 -0.734 -0.447 -0.170 0.273
H -0.522 -2.794 -1.160 -0.262 0.474 0.053
C -3.249 -4.529 -0.066 -0.778 0.777 0.456
H -4.923 -3.662 1.104 0.499 -0.330 -0.328
H -1.591 -5.053 -1.293 0.165 0.749 0.319
H -3.697 -5.544 -0.054 0.632 0.732 -0.230
C -0.669 4.013 -0.407 -0.527 0.105 -0.303
C 0.732 3.528 -0.283 1.068 -1.590 0.359
N 1.668 4.485 -0.213 -0.090 -0.590 -0.022
O 1.073 2.286 -0.201 -0.561 1.909 0.271
H -1.239 3.338 -1.061 0.140 0.166 0.333
H -0.689 5.032 -0.832 -0.030 -0.476 0.172
H -1.151 4.057 0.587 0.221 -0.218 -0.407
H 2.652 4.261 -0.087 -0.413 -0.030 -0.135
H 1.400 5.455 -0.331 0.146 -0.325 0.086
```
Forces are in eV/Å.

---

This record from the Open Molecules 2025 dataset describes the ion C8H11N5 with charge +2 in a non-equilibrium geometry. The level of theory is ωB97M-V/def2-TZVPD.

The HOMO energy is -18.98 eV. As for the total charge: +2. The SMILES is CN1CC(=[NH2+])C(C#N)=C(CC#N)[NH2+]1. The calculation puts the lowest unoccupied orbital energy at -9.850 eV. The calculation puts the maximum force at 7.103 eV Å⁻¹. The calculation puts the total energy at -15902.1822 eV. The value obtained for the relative energy (zero: lowest compared OMol25 entry of this formula, charge and spin) is 5.446 eV.

```
24
Properties=species:S:1:pos:R:3:forces:R:3
C 0.877 -2.224 -0.367 -1.038 -2.101 -3.339
N -0.266 -1.454 -0.847 -0.234 -1.128 1.098
C 0.034 -0.516 -1.886 3.492 -0.101 0.611
C 0.288 0.894 -1.489 -0.139 1.372 4.653
N 0.814 1.827 -2.190 0.335 -6.135 -3.565
C -0.134 1.239 0.077 1.578 1.558 -4.049
C 0.243 2.565 0.577 -1.320 -4.335 -1.551
N 0.636 3.580 0.857 1.094 3.084 0.840
C -0.771 0.356 0.790 0.439 -0.372 2.606
C -1.061 0.604 2.266 0.907 -1.958 0.799
C -0.008 -0.022 3.131 -0.689 0.539 -1.440
N 0.868 -0.487 3.696 0.535 -0.429 0.412
N -1.105 -0.970 0.228 -1.297 1.463 -0.753
H 1.379 -1.852 0.392 2.508 2.614 3.642
H 0.720 -3.248 -0.073 -1.141 -0.499 -0.117
H 1.536 -2.319 -1.229 0.120 0.013 0.172
H -0.770 -0.423 -2.481 -3.045 0.012 -2.771
H 0.921 -0.973 -2.477 -1.615 0.947 0.735
H 0.967 2.711 -1.864 0.612 3.280 0.855
H 1.224 1.415 -3.141 -0.898 2.139 2.152
H -1.112 1.610 2.606 -0.215 1.179 -0.466
H -1.959 0.114 2.587 -0.976 -0.132 -0.065
H -1.250 -1.693 0.959 0.433 0.108 -0.308
H -2.071 -0.734 -0.124 0.555 -1.116 -0.152
```
Forces are in eV/Å.

---

This record from the Open Molecules 2025 dataset describes the ion C5H7BrNS with charge +1 in a non-equilibrium geometry. The level of theory is ωB97M-V/def2-TZVPD.

The HOMO energy is -13.85 eV. As for the total charge: +1. The calculation puts the lowest unoccupied orbital energy at -4.651 eV. The calculation puts the maximum force at 4.531 eV Å⁻¹. The calculation puts the total energy at -87657.1459 eV. The value obtained for the relative energy (zero: lowest compared OMol25 entry of this formula, charge and spin) is 1.435 eV.

```
15
Properties=species:S:1:pos:R:3:forces:R:3
C -1.413 2.191 0.279 -0.065 -0.119 -0.353
C -1.000 0.250 -1.344 0.131 -0.260 0.130
C -0.788 1.345 1.057 0.559 -2.629 -2.362
C 1.761 -1.075 0.024 -0.116 0.031 -0.076
C 0.256 -1.329 0.094 0.642 -0.956 0.021
N -0.479 -0.175 -0.270 -1.203 3.793 2.166
S -1.735 1.794 -1.395 -0.048 0.164 0.161
Br -0.149 0.979 2.686 -0.034 0.074 0.096
H -1.776 3.161 0.591 0.055 0.010 0.189
H -1.020 -0.318 -2.270 0.069 -0.102 -0.012
H 2.091 -0.421 0.827 0.029 0.055 0.015
H 2.032 -0.623 -0.931 0.007 -0.055 0.020
H 2.277 -2.026 0.113 0.101 -0.047 0.058
H -0.036 -1.600 1.113 -0.045 -0.036 -0.138
H -0.019 -2.154 -0.572 -0.080 0.075 0.085
```
Forces are in eV/Å.

---

This record from the Open Molecules 2025 dataset describes a cluster of 2 separate species, C11H17BN2O in total in a non-equilibrium geometry. The level of theory is ωB97M-V/def2-TZVPD.

The HOMO energy (spin up / spin down) is -7.40 / -7.40 eV. The calculation puts the lowest unoccupied orbital energy (spin up / spin down) at -0.612 / -0.611 eV. The calculation puts the maximum force at 6.389 eV Å⁻¹. The calculation puts the total energy at -17382.3093 eV.

```
32
Properties=species:S:1:pos:R:3:forces:R:3
B 0.471 0.431 -0.052 0.326 2.097 -0.364
C 6.078 -0.261 0.450 -5.011 0.705 -1.236
C 5.539 0.447 -0.641 1.442 -0.020 1.240
C 5.193 -0.808 1.368 0.099 -0.550 0.112
C 3.591 0.011 0.170 -0.243 -3.537 5.315
C 4.123 0.757 -0.801 -0.034 1.340 -2.453
C -0.670 1.369 -0.662 0.419 -2.099 -0.625
C -2.137 1.078 -0.241 0.713 0.580 0.305
C -1.213 -1.080 0.735 0.230 -0.983 0.624
C -2.312 -0.409 -0.044 -0.674 -0.029 -0.783
C -3.598 -0.680 0.711 0.306 -0.152 -0.984
C -2.349 -1.135 -1.391 -3.064 1.722 -0.503
N 3.874 -0.659 1.196 -1.487 2.307 -2.923
N 3.418 1.444 -1.616 0.214 1.113 -2.097
O 0.134 -0.674 0.547 0.249 -1.788 0.365
H 7.031 -0.481 0.641 3.897 -0.292 0.124
H 6.219 1.020 -1.259 -0.125 -0.110 -0.303
H 5.418 -1.466 2.150 0.860 -0.612 1.078
H -0.485 2.343 -0.374 0.841 2.321 -0.147
H -0.379 1.166 -1.734 -0.834 0.807 0.493
H -2.353 1.673 0.719 0.283 -0.904 -1.238
H -2.877 1.400 -1.009 0.511 0.026 0.518
H -1.385 -0.964 1.778 -0.236 0.290 1.110
H -1.259 -2.184 0.588 0.150 0.661 -0.200
H -3.594 -1.789 0.875 -0.924 1.044 0.284
H -4.435 -0.224 0.147 0.117 -0.974 0.060
H -3.526 -0.051 1.567 -0.186 -0.215 1.362
H -1.393 -0.978 -1.808 1.209 -1.007 -0.827
H -3.084 -0.600 -2.156 1.220 -1.142 1.645
H -2.762 -2.124 -1.120 0.870 0.077 -1.031
H 3.910 1.768 -2.468 -0.075 -0.124 1.016
H 1.720 0.759 -0.117 -1.062 -0.550 0.061
```
Forces are in eV/Å.

---

This record from the Open Molecules 2025 dataset describes a cluster of 2 separate species, C4H11NO2 in total in a non-equilibrium geometry. The level of theory is ωB97M-V/def2-TZVPD.

The HOMO energy is -8.66 eV. The SMILES is CN(C)CC=O.O. The calculation puts the lowest unoccupied orbital energy at 0.619 eV. The calculation puts the maximum force at 5.119 eV Å⁻¹. The calculation puts the total energy at -9908.7957 eV. The value obtained for the relative energy (zero: lowest compared OMol25 entry of this formula, charge and spin) is 3.446 eV.

```
18
Properties=species:S:1:pos:R:3:forces:R:3
C 0.249 -0.868 1.044 -0.369 -2.291 -3.936
N 0.298 -0.260 -0.318 -0.249 -0.359 -1.464
C 0.097 1.187 -0.675 -1.188 -0.195 0.844
C 1.541 -0.639 -0.943 -0.006 0.630 -1.709
C 1.846 -2.051 -1.332 0.108 -0.218 -1.275
O 2.800 -2.255 -2.060 -0.604 -0.349 0.996
H 0.712 -1.928 1.043 -1.155 1.323 -0.594
H -0.756 -0.926 1.349 -0.909 0.266 1.050
H 0.968 -0.388 1.522 2.479 2.584 3.658
H -0.523 1.841 -0.065 -0.745 -0.939 0.963
H 0.948 1.862 -0.652 1.046 -0.586 -0.523
H -0.452 1.234 -1.619 0.644 -0.120 -0.210
H 1.758 -0.170 -1.944 -0.969 0.040 0.810
H 2.340 -0.221 -0.398 1.673 0.227 1.124
H 1.092 -2.841 -1.139 0.237 -0.011 0.263
O -4.355 1.830 1.847 2.003 1.146 -1.653
H -4.833 1.984 2.639 -0.527 0.451 1.120
H -3.731 2.609 1.702 -1.470 -1.599 0.534
```
Forces are in eV/Å.

---

Question: Look up the maximum force of the first one.
Answer: 6.522 eV Å⁻¹